No. 1
Here is a single C12H13NO molecule in a non-equilibrium geometry from OMol25. Energies are from ωB97M-V/def2-TZVPD.

## Properties
SMILES: CCNc1ccc(O)c2ccccc12
Orbital gap in eV: 8.6
LUMO in eV: 0.74
Energy above the lowest of the compared OMol25 structures with the same formula, charge and spin in eV: 1.572

Geometry as ORCA input:
```
! wB97M-V def2-TZVPD RIJCOSX def2/J DEFGRID3
* xyz 0 1
C -0.165 -4.062 0.100
C -0.152 -2.585 0.668
N 0.986 -1.857 0.237
C 0.817 -0.364 0.448
C 1.237 0.117 1.593
C 1.270 1.466 1.868
C 0.541 2.377 1.100
O 0.462 3.734 1.388
C -0.082 1.970 -0.132
C -0.905 2.891 -0.811
C -1.433 2.492 -2.034
C -1.160 1.057 -2.478
C -0.393 0.228 -1.731
C 0.221 0.651 -0.486
H 0.737 -4.685 0.378
H -1.055 -4.606 0.632
H -0.230 -4.134 -1.039
H -1.148 -2.140 0.586
H -0.018 -2.567 1.797
H 1.152 -1.965 -0.800
H 1.873 -0.582 2.234
H 1.560 1.809 2.824
H 0.714 3.790 2.384
H -1.002 3.881 -0.501
H -1.968 3.197 -2.718
H -1.433 0.727 -3.474
H -0.426 -0.837 -2.034
*
```

=====

No. 2
Here is a gas-phase ion, C12H13O2S (charge -1) in a non-equilibrium geometry from OMol25. Energies are from ωB97M-V/def2-TZVPD.

## Properties
SMILES: CC1(C)C[C@@]1(Sc1ccccc1)C(=O)[O-]
Orbital gap in eV: 7.4
LUMO in eV: 3.16
Energy above the lowest of the compared OMol25 structures with the same formula, charge and spin in eV: 0.000

Geometry as ORCA input:
```
! wB97M-V def2-TZVPD RIJCOSX def2/J DEFGRID3
* xyz -1 1
C 3.663 -0.462 0.549
C 2.515 0.453 -0.006
C 2.688 1.850 0.571
C 1.875 0.123 -1.466
C 1.137 -0.215 -0.141
S -0.317 1.023 0.519
C -1.870 0.309 0.104
C -2.174 -0.898 -0.484
C -3.521 -1.269 -0.771
C -4.541 -0.445 -0.387
C -4.219 0.749 0.235
C -2.895 1.134 0.428
C 0.787 -1.608 0.411
O 0.496 -1.776 1.623
O 0.918 -2.566 -0.373
H 3.789 -1.294 -0.080
H 3.283 -0.978 1.488
H 4.508 0.172 0.666
H 1.716 2.231 0.764
H 3.273 2.491 -0.128
H 3.325 1.733 1.515
H 2.323 -0.731 -1.941
H 1.646 1.101 -1.976
H -1.378 -1.629 -0.775
H -3.709 -2.163 -1.369
H -5.610 -0.678 -0.666
H -5.014 1.271 0.753
H -2.692 2.072 0.937
*
```

=====

No. 3
Here is a single C12H13P molecule in a non-equilibrium geometry from OMol25. Energies are from ωB97M-V/def2-TZVPD.

## Properties
SMILES: C=P(=C1CC12CC2)c1ccccc1
Orbital gap (spin up / spin down) in eV: 7.1 / 6.9
LUMO (spin up / spin down) in eV: -0.34 / -0.33
Energy above the lowest of the compared OMol25 structures with the same formula, charge and spin in eV: 4.646

Geometry as ORCA input:
```
! wB97M-V def2-TZVPD RIJCOSX def2/J DEFGRID3
* xyz 0 1
C 1.446 -1.537 1.369
P 0.355 -0.959 0.195
C -1.254 -0.103 0.331
C -2.471 -0.453 -0.272
C -2.379 -0.514 1.216
C -3.198 -0.109 2.363
C -2.614 -1.554 2.259
C 1.313 0.143 -1.000
C 2.716 -0.005 -0.982
C 3.471 0.856 -1.722
C 2.822 1.936 -2.354
C 1.519 2.130 -2.351
C 0.684 1.184 -1.674
H 1.080 -2.096 2.212
H 2.446 -1.189 1.255
H -2.441 -1.429 -0.828
H -3.111 0.335 -0.638
H -4.202 0.018 2.139
H -2.965 0.502 3.168
H -1.899 -1.860 2.978
H -3.283 -2.246 1.831
H 3.113 -0.922 -0.533
H 4.547 0.741 -1.627
H 3.350 2.790 -2.800
H 1.297 3.095 -2.794
H -0.344 1.246 -1.740
*
```

=====

No. 4
Here is a molecular structure, C12H14AlIN2O7PS in a non-equilibrium geometry from OMol25. Energies are from ωB97M-V/def2-TZVPD.

## Properties
Orbital gap in eV: 5.9
LUMO in eV: 1.21

Geometry as ORCA input:
```
! wB97M-V def2-TZVPD RIJCOSX def2/J DEFGRID3
* xyz -1 1
O 0.375 0.096 -1.546
Al 1.189 1.405 -2.367
I -0.017 1.973 -4.556
P 3.461 0.715 -2.690
O 3.864 -0.441 -1.628
O 4.491 1.843 -2.170
S 3.870 0.131 -4.508
H 0.578 0.086 -0.594
H 1.245 2.730 -1.456
H 3.347 -1.217 -1.911
H 3.987 2.678 -2.137
C 3.768 0.540 4.932
C 3.144 -0.690 4.781
C 2.072 -0.824 3.917
C 1.647 0.287 3.221
C 2.248 1.521 3.353
C 3.319 1.642 4.220
N 0.515 0.151 2.282
O -0.004 -0.946 2.179
O 0.182 1.144 1.669
H 4.611 0.638 5.602
H 3.497 -1.551 5.332
H 1.576 -1.772 3.781
H 1.890 2.363 2.781
H 3.808 2.599 4.333
C -4.099 -2.258 -0.439
C -2.979 -1.531 -0.814
C -3.042 -0.660 -1.889
C -4.237 -0.545 -2.566
C -5.364 -1.266 -2.222
C -5.289 -2.128 -1.143
N -4.304 0.378 -3.718
O -3.305 1.013 -3.974
O -5.355 0.432 -4.340
H -4.042 -2.935 0.404
H -2.047 -1.640 -0.281
H -2.167 -0.109 -2.199
H -6.275 -1.152 -2.787
H -6.160 -2.702 -0.855
*
```

=====

No. 5
Here is a molecular structure, C12H14BN9V in a non-equilibrium geometry from OMol25. Energies are from ωB97M-V/def2-TZVPD.

## Properties
Orbital gap (spin up / spin down) in eV: 5.5 / 4.5
LUMO (spin up / spin down) in eV: -9.30 / -10.39
Energy above the lowest of the compared OMol25 structures with the same formula, charge and spin in eV: 5.173

Geometry as ORCA input:
```
! wB97M-V def2-TZVPD RIJCOSX def2/J DEFGRID3
* xyz 2 4
C 2.818 -0.503 0.179
N 1.556 -0.599 -0.295
N 1.582 0.029 -1.561
C 2.878 0.191 -1.953
C 3.687 -0.123 -0.858
B 0.388 0.333 -2.530
N -0.501 -0.924 -2.181
N -0.752 -1.608 -0.964
C -1.683 -2.560 -1.253
C -1.781 -2.693 -2.640
C -1.011 -1.674 -3.187
V -0.020 -1.760 0.901
N -0.300 1.836 -2.491
N -0.874 2.230 -1.306
C -1.371 3.441 -1.376
C -1.136 3.917 -2.702
C -0.457 2.890 -3.366
H -1.838 3.901 -0.523
H -0.118 2.877 -4.395
H -1.451 4.878 -3.044
H 0.776 0.312 -3.698
H -0.756 -1.445 -4.215
H 3.123 0.435 -2.982
H -2.297 -3.457 -3.190
H 4.764 -0.126 -0.866
H -2.285 -3.024 -0.480
H 3.042 -0.662 1.232
H -1.555 -0.712 1.002
C -1.780 -1.592 1.712
H -2.655 -2.093 1.316
H -0.895 -2.367 1.939
H -2.037 -1.075 2.635
N 0.397 -0.373 2.177
C 0.572 0.375 3.086
N 0.857 1.087 4.125
C 0.651 0.549 5.333
N 0.465 0.088 6.405
*
```

=====

No. 6
Here is a molecular structure, C12H14BeFIN2 in a non-equilibrium geometry from OMol25. Energies are from ωB97M-V/def2-TZVPD.

## Properties
Orbital gap (spin up / spin down) in eV: 5.8 / 5.1
LUMO (spin up / spin down) in eV: 0.27 / -0.25

Geometry as ORCA input:
```
! wB97M-V def2-TZVPD RIJCOSX def2/J DEFGRID3
* xyz 0 1
C 1.198 1.347 4.243
C 1.182 -1.469 4.114
H 1.724 2.298 4.355
H 0.818 0.975 5.193
H 0.392 1.439 3.510
H 1.378 -2.380 3.543
H 1.312 -1.664 5.181
H 0.194 -1.061 3.901
C -0.540 2.600 -0.636
C 0.009 3.413 -1.627
C 0.255 2.878 -2.899
C 0.013 1.520 -3.129
H -0.739 2.941 0.383
H 0.228 4.452 -1.395
H 0.649 3.508 -3.694
H 0.226 1.014 -4.072
N -0.830 1.304 -0.877
C -0.525 0.756 -2.093
C -0.666 -0.698 -2.060
N -1.068 -1.132 -0.827
C -1.056 -2.446 -0.534
C -0.340 -2.960 -2.781
C -0.693 -3.383 -1.494
H -1.329 -2.700 0.492
H -0.702 -4.431 -1.216
C -0.312 -1.593 -3.067
H -0.027 -1.182 -4.033
H -0.092 -3.691 -3.546
Be -1.401 0.137 0.145
I 2.664 -0.039 3.446
F -1.923 0.247 1.475
*
```

=====

Sequential calculated total energy output: -594.99575 -1013.72088 -806.16739 -2381.63701 -1926.51598 -987.50971 Ha